Density functional theory data (ωB97M-V/def2-TZVPD) for C4H11NO as an isolated structure at a distorted geometry.

XYZ file:
```
17
C4H11NO | OMol25 | ωB97M-V/def2-TZVPD
C -0.53439 0.66524 0.40663
C -0.39649 -0.41997 -0.47803
C 2.48328 -0.18405 0.28412
C -2.29891 -0.76744 0.11351
N 1.41957 0.56851 -0.34022
O -1.03983 1.85681 0.06694
H -0.92417 1.99753 -0.88288
H 1.77947 1.32852 -0.91485
H -0.43100 0.53061 1.47301
H -0.00214 -1.35188 -0.10624
H -0.55158 -0.29200 -1.53931
H 3.08375 0.39691 1.00034
H 3.18704 -0.64682 -0.42720
H 2.05905 -1.01985 0.85811
H -2.35935 -1.10244 1.14756
H -2.47428 -1.59844 -0.56810
H -3.00000 0.03876 -0.09341
```

Results
LUMO level, eV: 0.826
Molar mass, g mol⁻¹: 89.14
HOMO, eV: -7.30
Energy above the lowest of the compared OMol25 structures with the same formula, charge and spin, kJ/mol: 571.3
E, eV: -7858.632


Density functional theory data (ωB97M-V/def2-TZVPD) for an isolated ion of composition C11H25N2O3 and charge +1 at a distorted geometry.

XYZ file:
```
41
C11H25N2O3 | OMol25 | ωB97M-V/def2-TZVPD
C 1.13319 3.66052 1.17444
O 0.34608 2.78807 0.31076
C 1.16238 1.79459 -0.32590
N 0.36837 0.53211 -0.66067
C -0.44593 0.86526 -1.88519
C -2.03198 0.68264 -1.71728
C -2.64425 1.24128 -0.34100
C -3.69347 0.23095 0.34661
C -3.16585 -1.27327 0.51575
N -1.95647 -1.41295 1.39049
C 1.44052 -0.52797 -0.92051
C 1.63939 -1.42966 0.43133
C 3.21148 -1.72867 0.74315
C 3.29101 -3.31945 1.06376
O 3.20720 -3.77714 2.23699
O 3.42917 -4.21126 -0.04272
H 2.25533 3.42585 1.18512
H 0.92804 4.73879 0.82116
H 0.73144 3.54684 2.25324
H 2.03618 1.44068 0.32911
H 1.63323 2.25126 -1.28185
H -0.17532 0.17705 0.14555
H -0.11752 0.17373 -2.75301
H -0.27453 1.93616 -2.27949
H -2.51885 1.30595 -2.56408
H -2.33053 -0.40908 -1.95588
H -1.84358 1.46738 0.46813
H -3.19231 2.22919 -0.52807
H -4.66342 0.22126 -0.27993
H -3.99705 0.59906 1.39285
H -2.96938 -1.81939 -0.48364
H -4.01899 -1.87801 1.01632
H -1.16257 -1.85024 0.88332
H -1.61607 -0.48478 1.70368
H 1.14214 -1.26721 -1.73623
H 2.44648 -0.05532 -1.22763
H 1.06974 -2.42582 0.27365
H 1.21526 -0.92059 1.36522
H 3.90196 -1.41208 -0.10766
H 3.45657 -1.21286 1.74694
H 2.77292 -3.89288 -0.70685
```

Results
LUMO level, eV: -2.792
Molar mass, g mol⁻¹: 233.33
HOMO, eV: -12.59
SMILES string: COC[N@@H+](CCCCCN)CCCC(=O)O
Energy above the lowest of the compared OMol25 structures with the same formula, charge and spin, kJ/mol: 0.0
Total charge: +1
E, eV: -20924.911


Density functional theory data (ωB97M-V/def2-TZVPD) for one molecule with the formula C9H8O5 at a distorted geometry.

XYZ file:
```
22
C9H8O5 | OMol25 | ωB97M-V/def2-TZVPD
O -3.30583 -1.65142 0.64521
C -2.39427 -0.67377 0.16818
O -2.75790 0.60261 0.19532
C -1.62696 1.35534 -0.20686
O -1.71581 2.67034 -0.29703
C -0.58712 0.52674 -0.44545
C -1.02567 -0.82985 -0.11083
C -0.07276 -1.92616 -0.27266
C 1.14105 -1.64069 -0.68453
C 1.74331 -0.23005 -0.72637
C 0.78417 0.87549 -0.75255
C 1.76310 0.68114 0.42503
O 1.40835 0.34835 1.71088
O 2.87576 1.49128 0.54505
H -2.65745 -2.25846 1.08396
H -2.65964 2.98924 -0.30090
H -0.35844 -2.97949 -0.22404
H 1.89106 -2.31323 -1.00046
H 2.51576 -0.09508 -1.45000
H 0.85940 1.71746 -1.42439
H 1.32850 -0.61759 1.71280
H 2.85139 1.95781 1.40964
```

Results
LUMO level, eV: 0.447
Molar mass, g mol⁻¹: 196.16
HOMO, eV: -7.50
SMILES string: Oc1oc(O)c2c1C=C[C@H]1[C@@H]2C1(O)O
Energy above the lowest of the compared OMol25 structures with the same formula, charge and spin, kJ/mol: 125.2
E, eV: -19697.122


Density functional theory data (ωB97M-V/def2-TZVPD) for C3H8Cl2Hg2O2 as an isolated structure at a distorted geometry.

XYZ file:
```
17
C3H8Cl2Hg2O2 | OMol25 | ωB97M-V/def2-TZVPD
Hg -2.32504 0.27313 -0.45462
Hg -0.19419 -2.66323 0.54422
C -0.36933 0.21308 2.39082
O -0.75178 -0.43994 1.18641
H -0.14104 -0.53298 3.15199
H 0.40687 0.97408 2.31020
H -1.21978 0.73721 2.82685
C -2.34023 -2.20249 -2.34073
O -1.78076 -1.96224 -1.06281
H -3.20230 -1.59008 -2.60512
H -1.58009 -1.97164 -3.08705
H -2.60199 -3.25782 -2.41712
C 3.16444 2.39133 0.03937
Cl 2.70237 4.09355 -0.11378
Cl 3.99538 1.89263 -1.40728
H 3.90030 2.34623 0.84223
H 2.33717 1.69918 0.19640
```

Results
LUMO level, eV: -12.990
Molar mass, g mol⁻¹: 548.18
HOMO, eV: -15.30
Energy above the lowest of the compared OMol25 structures with the same formula, charge and spin, kJ/mol: 199.8
Total charge: +2
E, eV: -40704.914


Density functional theory data (ωB97M-V/def2-TZVPD) for a 12-piece molecular cluster, H24O12 overall.

XYZ file:
```
36
H24O12 | OMol25 | ωB97M-V/def2-TZVPD
O 1.72932 -5.17348 4.00539
H 1.55887 -5.90185 4.60259
H 1.32144 -4.41705 4.42691
O 4.98773 -2.06127 3.71936
H 4.48248 -2.87340 3.75693
H 5.28865 -2.00759 2.81228
O -2.06838 -3.82654 0.76994
H -2.11942 -4.73876 1.05539
H -2.93369 -3.46582 0.96321
O -2.15527 -0.22791 6.48735
H -1.48026 -0.87561 6.69003
H -2.97985 -0.66797 6.69386
O -4.03897 2.69355 -0.82016
H -4.91205 2.95832 -1.10976
H -4.02745 2.88877 0.11685
O 3.83605 1.62152 -2.82872
H 3.42531 0.76165 -2.73853
H 3.15024 2.24212 -2.58225
O 3.24286 4.55320 1.50228
H 2.67334 3.93407 1.04560
H 2.99083 5.41003 1.15797
O 1.75801 -2.51594 -2.99931
H 1.19739 -2.86079 -3.69429
H 1.33985 -2.80476 -2.18816
O -3.98416 -0.59725 -3.82315
H -4.69520 -1.20411 -3.61729
H -3.94397 -0.00981 -3.06848
O 0.53743 0.23373 1.18338
H 0.31851 -0.60178 1.59597
H 0.31014 0.11295 0.26143
O -0.94812 1.87001 -5.98422
H -1.37585 1.42434 -5.25302
H -1.59888 2.49913 -6.29560
O 0.05976 4.43735 -1.82489
H -0.17398 5.19528 -2.36074
H -0.77281 3.99551 -1.65800
```

Results
LUMO level, eV: -0.129
Molar mass, g mol⁻¹: 216.18
HOMO, eV: -10.92
SMILES string: O.O.O.O.O.O.O.O.O.O.O.O
Energy above the lowest of the compared OMol25 structures with the same formula, charge and spin, kJ/mol: 293.6
E, eV: -24958.651


Density functional theory data (ωB97M-V/def2-TZVPD) for an isolated ion of composition C10H20NO2 and charge -1.

XYZ file:
```
33
C10H20NO2 | OMol25 | ωB97M-V/def2-TZVPD
C 3.23080 -2.06467 0.24364
C 4.12753 -0.89698 -0.23602
N 3.57199 0.41376 -0.17212
C 2.57273 0.63079 -1.16950
C 1.47961 1.58549 -0.65576
C 0.57906 0.89574 0.36301
C -0.41506 1.83349 1.08301
C -1.88672 1.71076 0.66404
C -2.36965 0.27632 0.57914
O -3.82068 0.28132 0.60556
C -4.35325 -0.96680 0.49739
C -4.14522 -1.65523 -0.83258
O -4.99721 -1.46063 1.39439
H 3.80896 -3.00158 0.28497
H 2.84340 -1.85788 1.24629
H 2.39513 -2.23322 -0.44333
H 4.47741 -1.18089 -1.26484
H 5.03097 -0.91812 0.39430
H 2.05247 -0.30008 -1.49326
H 2.97593 1.07236 -2.11762
H 0.87903 1.94792 -1.50584
H 1.99922 2.43036 -0.19165
H 1.25025 0.43190 1.09474
H 0.06876 0.07150 -0.14643
H -0.10403 2.86346 0.87021
H -0.32897 1.71702 2.16881
H -2.51978 2.22118 1.40027
H -2.07146 2.21186 -0.29306
H -1.99957 -0.32934 1.41210
H -2.03110 -0.19178 -0.35207
H -3.68296 -0.99830 -1.56795
H -5.11522 -2.01308 -1.17769
H -3.50235 -2.52665 -0.68212
```

Results
LUMO level, eV: 2.818
Molar mass, g mol⁻¹: 186.28
HOMO, eV: -1.44
Energy above the lowest of the compared OMol25 structures with the same formula, charge and spin, kJ/mol: 274.9
Total charge: -1
E, eV: -16278.352


Density functional theory data (ωB97M-V/def2-TZVPD) for a 3-piece molecular cluster, C14H34N2O2 overall at a distorted geometry.

XYZ file:
```
52
C14H34N2O2 | OMol25 | ωB97M-V/def2-TZVPD
N 0.45616 -1.79588 1.75366
C 0.41608 -0.69151 0.77076
N -0.78494 0.19629 0.85480
C -2.00513 -0.51929 1.18832
O -2.49669 -0.60920 2.32631
O -2.71190 -1.11805 0.09720
H 0.37216 -1.47305 2.72181
H -0.18951 -2.55838 1.53064
H 0.58942 -1.05121 -0.30781
H 1.32802 -0.02755 1.00078
H -0.63239 1.01827 1.44682
H -2.39796 -2.05405 0.06710
C 2.43579 1.19296 5.35648
C 1.85855 1.81216 4.09021
C 2.84907 1.84157 2.92518
C 4.10837 2.68159 3.15828
C 3.85711 4.15033 3.50269
C 3.15254 4.91704 2.39133
H 3.28391 1.76744 5.73632
H 1.67686 1.16469 6.14135
H 2.76784 0.16814 5.17085
H 1.49242 2.82029 4.30836
H 0.98193 1.22857 3.78575
H 2.32980 2.20542 2.03195
H 3.15746 0.81466 2.69542
H 4.73046 2.62857 2.25704
H 4.70372 2.23061 3.95953
H 4.82212 4.62981 3.69771
H 3.28135 4.23454 4.42932
H 3.73390 4.88320 1.46601
H 3.03010 5.96535 2.67488
H 2.15825 4.51206 2.18847
C -3.74332 -1.25887 -6.20162
C -4.04754 -2.09972 -4.96831
C -3.38278 -1.57110 -3.69658
C -1.85108 -1.55675 -3.71642
C -1.18895 -2.91083 -3.97543
C -1.49275 -3.94433 -2.89894
H -2.67588 -1.25583 -6.43516
H -4.27107 -1.65950 -7.06999
H -4.06825 -0.22538 -6.05637
H -3.75518 -3.13878 -5.15113
H -5.13177 -2.11091 -4.81350
H -3.72951 -2.16634 -2.84574
H -3.73416 -0.54993 -3.51063
H -1.49731 -1.16569 -2.75478
H -1.50357 -0.84632 -4.47441
H -0.10454 -2.76326 -4.01902
H -1.48357 -3.30186 -4.95385
H -1.16468 -3.59113 -1.91668
H -0.96856 -4.87894 -3.11374
H -2.56041 -4.16994 -2.84521
```

Results
LUMO level, eV: 0.522
Molar mass, g mol⁻¹: 262.44
HOMO, eV: -9.64
SMILES string: NCNC(=O)O.CCCCCC.CCCCCC
E, eV: -22144.527


Density functional theory data (ωB97M-V/def2-TZVPD) for C45H95BeClN5O9 as an isolated structure at a distorted geometry.

XYZ file:
```
156
C45H95BeClN5O9 | OMol25 | ωB97M-V/def2-TZVPD
Be -0.70632 2.16700 -3.74602
Cl -0.83174 0.66920 -0.68451
O 0.04421 0.81187 0.44576
O 0.17133 0.55852 -1.71114
O -1.90664 -0.35169 -0.61638
O -1.59126 1.88134 -0.94486
C 4.93670 -1.65713 -0.61626
C 4.86566 -0.39915 0.30350
C 6.05552 -0.32017 1.35840
C 7.39795 0.16028 0.98004
C 7.29376 1.47458 0.24861
C 6.35272 1.44667 -1.05858
N 5.03717 0.79791 -0.51642
O 3.89229 1.00032 -1.32560
C 5.93982 2.86949 -1.46799
C 7.05438 0.74718 -2.22006
C 3.50313 -0.40347 1.03970
H 4.68344 -2.52044 -0.00091
H 5.90072 -1.90988 -1.05772
H 4.16936 -1.66025 -1.39040
H 5.76872 0.33449 2.18137
H 6.05981 -1.29718 1.84165
H 7.79590 -0.73674 0.50560
H 8.08661 0.05977 1.81894
H 8.29609 1.61228 -0.15695
H 7.01576 2.28606 0.92115
H 6.81969 3.43593 -1.77306
H 5.25032 2.81970 -2.31073
H 5.55102 3.32268 -0.55609
H 7.43073 -0.20950 -1.85780
H 6.41132 0.58276 -3.08466
H 7.98366 1.22033 -2.53732
H 3.48635 0.15313 1.97672
H 3.28382 -1.45403 1.23031
H 2.68403 0.02488 0.46204
H 3.29374 1.45588 -0.72911
C 1.88575 4.66122 2.61675
C 0.55498 4.32523 3.33140
C 0.46851 5.11689 4.67245
C -0.87376 5.02084 5.43574
C -1.94073 5.58235 4.47720
C -1.93706 4.92555 3.09881
N -0.51932 4.80541 2.46776
O -0.52597 4.23813 1.25334
C -2.84137 3.61657 2.96068
C -2.83939 6.02992 2.39560
C 0.49356 2.75621 3.61383
H 2.04791 5.72753 2.45929
H 2.07869 4.08210 1.71371
H 2.62067 4.28000 3.32574
H 1.09230 4.53571 5.35158
H 0.84605 6.11638 4.45664
H -0.85979 5.47210 6.42785
H -1.04531 3.94693 5.50915
H -2.03456 6.66771 4.51315
H -2.88871 5.17274 4.82597
H -2.45252 2.84954 3.63042
H -3.89596 3.65002 3.23421
H -2.90417 3.11339 1.99581
H -2.25475 6.94910 2.43315
H -2.97425 5.73499 1.35496
H -3.85110 6.04285 2.80104
H 0.17128 2.10365 2.80241
H -0.00323 2.41844 4.52334
H 1.53196 2.43449 3.69337
H -0.86181 3.36061 1.45024
C 0.60821 -1.41943 -4.90285
C 1.98120 -0.93104 -5.36594
C 2.04304 -1.43035 -6.85272
C 3.18946 -1.01933 -7.75200
C 3.18215 0.48969 -7.65368
C 2.93311 1.21377 -6.28875
N 1.96026 0.54090 -5.47027
O 1.69777 1.19715 -4.30676
C 4.19797 1.42315 -5.49900
C 2.31580 2.57127 -6.58896
C 3.10999 -1.62086 -4.43216
H 0.13663 -1.04750 -3.99325
H 0.70072 -2.49041 -4.72243
H -0.13759 -1.27941 -5.68533
H 2.13951 -2.48672 -6.60197
H 1.11009 -1.20045 -7.36735
H 3.08766 -1.32308 -8.79386
H 4.08602 -1.53915 -7.41424
H 2.53314 0.71068 -8.50106
H 4.20882 0.72822 -7.93144
H 4.06702 1.96268 -4.56099
H 4.77460 0.53225 -5.25021
H 4.87875 2.14806 -5.94526
H 2.13306 3.26438 -5.76780
H 2.78977 3.11689 -7.40489
H 1.45050 2.53837 -7.25099
H 2.89001 -2.67086 -4.23924
H 3.04904 -1.05224 -3.50422
H 4.09585 -1.61857 -4.89709
H 2.52612 1.08594 -3.83445
C -0.11356 -2.06882 2.48790
C -0.18798 -3.37432 1.70514
C -1.59067 -3.97150 2.14178
C -2.14937 -5.02282 1.22264
C -2.17394 -4.49302 -0.23691
C -0.75038 -4.12955 -0.73716
N -0.21699 -3.12050 0.24873
O 0.94400 -2.51943 -0.23223
C 0.16673 -5.27150 -1.01986
C -0.95531 -3.41350 -2.07242
C 0.92590 -4.37827 2.22485
H -0.07600 -2.25308 3.56156
H -1.03872 -1.53880 2.26151
H 0.75317 -1.43540 2.29908
H -1.48009 -4.62786 3.00496
H -2.34053 -3.22070 2.39099
H -3.17526 -5.36959 1.34669
H -1.48146 -5.88052 1.30237
H -2.90409 -3.68499 -0.28223
H -2.56763 -5.29933 -0.85576
H -0.13535 -5.97861 -1.79241
H 1.20599 -5.05992 -1.27139
H 0.18601 -5.92903 -0.15073
H -0.09663 -2.88807 -2.49036
H -1.07307 -4.14000 -2.87643
H -1.85092 -2.79446 -2.12506
H 0.80195 -5.40141 1.87000
H 0.77805 -4.48409 3.29958
H 1.93830 -4.00691 2.06595
H 0.54476 -1.69736 -0.52618
C -7.53281 -2.59500 1.00524
C -6.64256 -2.51659 2.25361
C -5.20927 -2.07750 1.73231
C -5.12248 -0.64314 1.27346
C -5.71989 0.20037 2.42700
C -7.14574 -0.17101 3.05028
N -7.28013 -1.54767 3.25359
O -8.40126 -1.96748 4.03000
C -7.27608 0.58168 4.41654
C -8.35881 0.36157 2.16066
C -6.58298 -3.90437 2.80902
H -8.59772 -2.75535 1.17364
H -7.31415 -3.45217 0.36841
H -7.56585 -1.83391 0.22566
H -4.55937 -2.19185 2.59986
H -4.69637 -2.70964 1.00744
H -5.35590 -0.64373 0.20875
H -4.09498 -0.28514 1.20886
H -5.84377 1.14893 1.90451
H -5.01217 0.37255 3.23791
H -8.29975 0.81912 4.70604
H -6.68801 0.16036 5.23187
H -6.68200 1.49459 4.37452
H -8.15885 1.43287 2.14004
H -8.26137 0.13844 1.09820
H -9.29102 0.07332 2.64647
H -6.18733 -3.86913 3.82407
H -6.07150 -4.60761 2.15181
H -7.54924 -4.39356 2.93205
H -7.89118 -2.26805 4.78570
```

Results
LUMO level, eV: -8.026
Molar mass, g mol⁻¹: 894.75
HOMO, eV: -9.43
Energy above the lowest of the compared OMol25 structures with the same formula, charge and spin, kJ/mol: 157.9
Total charge: +1
E, eV: -86975.377


> Which of these has the highest HOMO?

C10H20NO2


> Among the records above, which one has the lowest molar mass?

C4H11NO


> Among the records above, which one has the highest LUMO level?

C10H20NO2


> The lowest E belongs to which entry?

C45H95BeClN5O9